Below is a molecular structure, C17H16BrCl2N2O6SV at a distorted geometry, with properties calculated with ωB97M-V/def2-TZVPD.

- orbital gap (alpha / beta) (eV) = 6.9597 / 7.3074
- ΔE to the lowest compared entry with this formula, charge and spin (kJ/mol) = 17.7
- DFT total energy (eV) = -164760.469
- LUMO energy (alpha / beta) (eV) = -4.414 / -4.149
- M (Da) = 578.14
- <S²> = 0.761

The geometry in ORCA input format:
```
! wB97M-V def2-TZVPD RIJCOSX def2/J DEFGRID3
* xyz 1 2
V -0.52444 0.49322 0.22073
O 0.48944 0.79501 -1.71456
C 0.75075 2.19859 -1.90644
C 1.15775 2.83724 -0.59487
N 0.17223 2.52248 0.48328
C -1.04367 3.38115 0.40596
C -2.09262 2.69319 -0.46309
O -2.99709 3.22864 -0.99799
O -1.83010 1.35615 -0.49397
C 0.87323 2.48204 1.79634
C 1.60220 1.13720 1.87046
O 2.55094 0.89004 2.52150
O 0.94044 0.24569 1.06362
H 1.32578 0.25012 -1.64017
H -0.16852 2.63215 -2.29518
H 1.52953 2.34357 -2.65028
H 1.26918 3.91745 -0.69927
H 2.12040 2.42077 -0.29598
H -0.83908 4.36659 -0.00602
H -1.48316 3.49434 1.39674
H 0.15156 2.49876 2.61202
H 1.58865 3.28862 1.93321
O 5.09000 -4.20090 -1.36889
C 4.15722 -3.24118 -1.38433
C 2.80253 -3.48153 -1.59500
C 1.94426 -2.40784 -1.58879
N 2.33273 -1.14113 -1.38481
C 3.62726 -0.94650 -1.19682
Br 4.18609 0.85116 -0.97055
C 4.58560 -1.93219 -1.18496
H 4.70349 -5.07241 -1.51677
H 2.42646 -4.48324 -1.76296
H 0.88707 -2.55964 -1.77160
H 5.63199 -1.71774 -1.02611
Cl -1.43450 -1.60271 -0.32534
C -2.94176 -1.61837 0.60232
C -3.93511 -2.48383 0.19777
C -5.09442 -2.52943 0.94628
C -5.23776 -1.71304 2.05739
C -4.22964 -0.83586 2.41862
Cl -4.46581 0.20643 3.77201
C -3.03521 -0.77101 1.69754
S -1.70412 0.25810 2.20811
H -3.80493 -3.10654 -0.67832
H -5.89427 -3.19762 0.65723
H -6.14061 -1.74601 2.65195
*
```



Below is a molecular structure, C17H16F5GeN3OOsS at a distorted geometry, with properties calculated with ωB97M-V/def2-TZVPD.

- orbital gap (eV) = 4.3687
- ΔE to the lowest compared entry with this formula, charge and spin (kJ/mol) = 130.3
- DFT total energy (eV) = -107806.889
- LUMO energy (eV) = 4.433
- M (Da) = 668.23

The geometry in ORCA input format:
```
! wB97M-V def2-TZVPD RIJCOSX def2/J DEFGRID3
* xyz -2 1
Os 0.02023 -0.87468 -0.32827
F -1.47213 4.81591 2.71195
C -1.86033 3.79837 1.92637
C -1.41219 2.51509 2.16124
F -0.58801 2.28967 3.19118
C -1.82292 1.47758 1.33700
F -1.36554 0.25554 1.62707
C -2.70413 1.66607 0.28335
S -3.32639 0.33430 -0.64617
C -3.11635 2.98120 0.06269
F -3.94700 3.27406 -0.95105
C -2.71517 4.02967 0.86332
F -3.14675 5.28414 0.62392
N 1.04298 -1.70399 -1.74809
C 1.65271 -2.19319 -2.60369
C 2.35850 -2.81113 -3.65497
C 3.47259 -2.19243 -4.26002
N 4.38536 -1.69877 -4.77513
C 1.94414 -4.07362 -4.13303
N 1.61147 -5.11022 -4.53031
C -1.96451 1.35758 -3.34334
O -1.15500 1.00137 -2.24119
C -1.48389 -0.15300 -1.53299
C -1.93368 -1.30826 -2.41769
H -1.77065 0.71840 -4.21184
H -1.70253 2.38454 -3.59858
H -3.02737 1.31287 -3.08576
H -2.78964 -1.06278 -3.05419
H -2.21252 -2.15621 -1.78483
H -1.10397 -1.62026 -3.05294
C 2.80315 -2.42088 2.30755
Ge 1.80294 -0.70710 2.33552
C 0.30335 -1.08963 3.57570
C 2.98662 0.54048 3.34447
C 1.42446 -0.06688 0.56646
H 3.03083 -2.77693 3.31857
H 3.73676 -2.31099 1.75128
H 2.18528 -3.15619 1.79119
H 0.67636 -1.55079 4.49558
H -0.39865 -1.77415 3.09726
H -0.22938 -0.17448 3.82857
H 3.25161 0.11933 4.31848
H 2.47060 1.49023 3.49850
H 3.90745 0.73480 2.78978
H 2.18132 0.60532 0.14708
*
```



Below is a single C17H16FN3O5S molecule at a distorted geometry, with properties calculated with ωB97M-V/def2-TZVPD.

- orbital gap (eV) = 9.5769
- ΔE to the lowest compared entry with this formula, charge and spin (kJ/mol) = 0.0
- DFT total energy (eV) = -46150.355
- SMILES string = O=C(CCNS(=O)(=O)c1ccc2[nH]c(=O)oc2c1)NCc1ccc(F)cc1
- LUMO energy (eV) = 0.372
- M (Da) = 393.40

The geometry in ORCA input format:
```
! wB97M-V def2-TZVPD RIJCOSX def2/J DEFGRID3
* xyz 0 1
O -2.44865 3.47677 -0.49851
C -1.29893 3.16812 -0.73366
C -0.10763 3.74027 0.03456
C 0.26810 2.79547 1.19621
N 1.67517 2.47265 1.28702
S 2.31345 1.34787 0.23264
O 3.73362 1.49150 0.30976
O 1.69556 1.42670 -1.06754
C 1.80556 -0.17160 1.01795
C 2.68193 -0.76940 1.90657
C 2.33385 -1.93187 2.57935
C 1.07299 -2.44515 2.33488
N 0.38897 -3.53727 2.81100
C -0.87007 -3.58290 2.23773
O -1.72542 -4.38739 2.43750
O -0.97658 -2.51423 1.39547
C 0.19105 -1.81930 1.43646
C 0.54245 -0.67817 0.75014
N -0.93029 2.28152 -1.67567
C -1.87672 1.48737 -2.43513
C -1.59744 0.02082 -2.22990
C -2.47578 -0.79220 -1.52443
C -2.17637 -2.12348 -1.28920
C -0.97526 -2.62262 -1.75673
F -0.65045 -3.90916 -1.50140
C -0.08334 -1.84043 -2.46844
C -0.40552 -0.51744 -2.70687
H 0.74281 3.84080 -0.63964
H -0.38045 4.72386 0.41580
H -0.25061 1.84074 1.08867
H -0.03600 3.22944 2.15167
H 2.28638 3.26767 1.38902
H 3.64758 -0.31190 2.04664
H 3.01466 -2.41195 3.26274
H 0.72339 -4.22651 3.46223
H -0.11089 -0.21824 0.02932
H 0.04443 2.00549 -1.73038
H -2.87692 1.75773 -2.08887
H -1.78673 1.74025 -3.49855
H -3.40184 -0.38093 -1.15198
H -2.84637 -2.76401 -0.73919
H 0.84219 -2.26535 -2.82293
H 0.28412 0.10645 -3.25432
*
```



Below is a molecular structure, C17H16I2N2O6Re, with properties calculated with ωB97M-V/def2-TZVPD.

- orbital gap (alpha / beta) (eV) = 7.2389 / 5.1891
- ΔE to the lowest compared entry with this formula, charge and spin (kJ/mol) = 11.1
- DFT total energy (eV) = -51471.074
- LUMO energy (alpha / beta) (eV) = -6.286 / -8.385
- M (Da) = 784.34
- <S²> = 3.765

The geometry in ORCA input format:
```
! wB97M-V def2-TZVPD RIJCOSX def2/J DEFGRID3
* xyz 2 4
Re -0.45471 -0.52005 -0.84767
I 4.15931 -0.22385 5.23994
C 2.63138 -0.39818 3.84351
C 1.31547 -0.15367 4.21638
C 0.29536 -0.26306 3.28202
I -1.67778 0.11408 3.81029
C 0.58928 -0.62312 1.97325
O -0.41347 -0.72051 1.06424
C 1.90902 -0.88507 1.59573
C 2.22332 -1.35472 0.20381
N 1.65078 -0.42916 -0.85585
C 2.18157 0.96801 -0.72390
C 1.09199 1.99321 -0.83609
C 1.36566 3.34432 -0.91217
C 0.31531 4.24688 -0.93076
C -0.99174 3.77583 -0.86869
C -1.20072 2.42028 -0.80824
N -0.17635 1.54301 -0.79762
C 2.92394 -0.75984 2.53592
H 1.08320 0.12720 5.23460
H 3.30189 -1.41098 0.05668
H 1.80539 -2.34319 0.00065
H 1.95126 -0.78524 -1.76512
H 2.63464 1.05826 0.26502
H 2.95980 1.13600 -1.46732
H 2.39251 3.68227 -0.95230
H 0.51172 5.30909 -0.98968
H -1.83611 4.44947 -0.87235
H -2.19780 2.00207 -0.75861
H 3.94914 -0.96244 2.25034
O -2.27968 -4.19002 -0.27323
C -1.92921 -2.97635 -0.50521
O -0.80042 -2.63056 -0.88771
C -2.98444 -1.92290 -0.26434
O -2.56590 -0.74529 -0.98022
C -3.06788 -0.60090 -2.36875
C -1.91253 -0.48609 -3.36828
O -2.16064 -0.42433 -4.52777
O -0.70141 -0.44561 -2.81527
H -1.55509 -4.83184 -0.40329
H -3.97218 -2.24817 -0.58394
H -3.00246 -1.67683 0.80077
H -3.68761 -1.46007 -2.61489
H -3.67380 0.30207 -2.39389
*
```



Please write out number 2 again, unchanged.
Below is a molecular structure, C17H16F5GeN3OOsS at a distorted geometry, with properties calculated with ωB97M-V/def2-TZVPD.

- orbital gap (eV) = 4.3687
- ΔE to the lowest compared entry with this formula, charge and spin (kJ/mol) = 130.3
- DFT total energy (eV) = -107806.889
- LUMO energy (eV) = 4.433
- M (Da) = 668.23

The geometry in ORCA input format:
```
! wB97M-V def2-TZVPD RIJCOSX def2/J DEFGRID3
* xyz -2 1
Os 0.02023 -0.87468 -0.32827
F -1.47213 4.81591 2.71195
C -1.86033 3.79837 1.92637
C -1.41219 2.51509 2.16124
F -0.58801 2.28967 3.19118
C -1.82292 1.47758 1.33700
F -1.36554 0.25554 1.62707
C -2.70413 1.66607 0.28335
S -3.32639 0.33430 -0.64617
C -3.11635 2.98120 0.06269
F -3.94700 3.27406 -0.95105
C -2.71517 4.02967 0.86332
F -3.14675 5.28414 0.62392
N 1.04298 -1.70399 -1.74809
C 1.65271 -2.19319 -2.60369
C 2.35850 -2.81113 -3.65497
C 3.47259 -2.19243 -4.26002
N 4.38536 -1.69877 -4.77513
C 1.94414 -4.07362 -4.13303
N 1.61147 -5.11022 -4.53031
C -1.96451 1.35758 -3.34334
O -1.15500 1.00137 -2.24119
C -1.48389 -0.15300 -1.53299
C -1.93368 -1.30826 -2.41769
H -1.77065 0.71840 -4.21184
H -1.70253 2.38454 -3.59858
H -3.02737 1.31287 -3.08576
H -2.78964 -1.06278 -3.05419
H -2.21252 -2.15621 -1.78483
H -1.10397 -1.62026 -3.05294
C 2.80315 -2.42088 2.30755
Ge 1.80294 -0.70710 2.33552
C 0.30335 -1.08963 3.57570
C 2.98662 0.54048 3.34447
C 1.42446 -0.06688 0.56646
H 3.03083 -2.77693 3.31857
H 3.73676 -2.31099 1.75128
H 2.18528 -3.15619 1.79119
H 0.67636 -1.55079 4.49558
H -0.39865 -1.77415 3.09726
H -0.22938 -0.17448 3.82857
H 3.25161 0.11933 4.31848
H 2.47060 1.49023 3.49850
H 3.90745 0.73480 2.78978
H 2.18132 0.60532 0.14708
*
```



The highest ΔE to the lowest compared entry with this formula, charge and spin belongs to which entry? C17H16F5GeN3OOsS



Which value of M does entry 4 give? 784.34 Da